Entry from the Open Molecules 2025 dataset: C5H11NO2 as an isolated structure (ωB97M-V with the def2-TZVPD basis set).

Geometry as XYZ:
```
19
Properties=species:S:1:pos:R:3:forces:R:3:nbo_charge:R:1
C 1.218 1.922 -0.301 0.734 -0.678 0.122 -0.750
C 0.194 1.195 -1.105 -2.498 0.991 1.062 0.779
O 0.748 -0.697 -0.995 -0.106 -0.238 0.767 -0.695
O -0.257 1.441 -2.171 0.511 -0.695 0.744 -0.545
H 1.709 -0.693 -0.822 -0.312 -0.059 0.021 0.503
H 0.946 2.976 -0.255 -0.125 -0.119 -0.151 0.253
H 2.186 1.812 -0.799 0.024 0.222 0.020 0.231
H 1.296 1.503 0.703 -0.015 0.035 -0.182 0.265
C -0.792 -2.145 0.226 -0.744 0.532 0.262 -0.695
C -1.277 0.697 0.215 -0.069 1.282 -1.515 -0.876
C 0.176 -0.994 0.319 3.759 -1.401 -0.274 0.607
N 1.095 -0.852 1.227 -1.476 0.103 -0.668 -0.775
H 0.826 -1.290 2.105 -0.126 0.077 -0.011 0.349
H -0.226 -3.080 0.253 0.058 0.204 -0.082 0.239
H -1.464 -2.127 1.085 -0.008 -0.048 -0.032 0.228
H -1.547 0.388 1.225 0.633 -0.526 0.047 0.218
H -1.974 0.287 -0.514 -0.189 0.057 0.103 0.206
H -1.463 1.772 0.287 -0.145 0.182 -0.282 0.218
H -1.392 -2.115 -0.683 0.094 0.078 0.049 0.240
```
Positions in Å, forces in eV/Å.

ΔE to the lowest compared entry with this formula, charge and spin	108.4	kcal per mole
gap between HOMO and LUMO	9.0	eV
net charge	0

Entry from the Open Molecules 2025 dataset: a 2-piece molecular cluster, C4H8S4 overall (ωB97M-V with the def2-TZVPD basis set).

Geometry as XYZ:
```
16
Properties=species:S:1:pos:R:3:forces:R:3:nbo_charge:R:1
C 3.062 -0.138 -2.604 0.216 -0.260 1.278 -0.501
C 1.659 -0.277 -2.322 -0.610 -1.846 0.683 -0.437
C -1.678 0.620 1.328 -0.448 -0.910 -0.036 -0.270
C -0.721 0.383 2.451 1.177 -3.439 -0.216 -0.708
S 2.606 -1.846 -2.582 0.155 -1.302 -0.119 0.057
S -1.147 0.676 -0.193 -0.126 0.184 -0.406 0.023
S 0.394 -0.030 -3.494 -0.142 1.022 -0.755 0.063
S -3.412 0.653 1.757 0.257 -0.248 -1.292 0.050
H 3.183 0.220 -3.543 0.962 1.164 -2.737 0.208
H 3.818 0.111 -1.904 0.212 0.594 0.730 0.236
H 1.296 -0.385 -1.336 -0.265 0.722 0.989 0.255
H -0.787 1.134 3.166 0.804 2.177 0.903 0.242
H 0.317 -0.002 2.051 -1.917 1.626 0.872 0.254
H -1.001 -0.438 3.175 -0.379 0.195 -1.227 0.241
H 1.260 0.516 -4.376 -0.488 -0.099 -0.086 0.116
H -3.881 0.441 0.445 0.592 0.422 1.418 0.170
```
Positions in Å, forces in eV/Å.

ΔE to the lowest compared entry with this formula, charge and spin	47.7	kcal per mole
gap between HOMO and LUMO	8.1	eV
SMILES	S[C@@H]1CS1.CC(=S)S
net charge	0

Entry from the Open Molecules 2025 dataset: one molecule with the formula C4H7NO2 (ωB97M-V with the def2-TZVPD basis set).

Geometry as XYZ:
```
14
Properties=species:S:1:pos:R:3:forces:R:3:nbo_charge:R:1
C -0.759 -1.482 0.272 0.005 -0.027 0.053 -0.607
C 0.012 -0.226 -0.043 -0.060 -0.229 -0.112 -0.059
N -0.478 0.980 0.630 0.002 -0.163 0.091 -0.119
O -0.431 2.144 -0.182 -0.139 0.275 -0.052 -0.594
C 0.583 -0.148 -1.425 0.059 -0.220 -0.163 0.426
C 0.851 0.518 0.956 0.176 0.014 0.149 -0.254
O 0.743 -1.135 -2.107 -0.137 0.449 0.198 -0.519
H -1.711 -1.462 -0.269 0.142 -0.037 0.072 0.223
H -0.205 -2.366 -0.052 -0.041 0.118 0.071 0.236
H -0.974 -1.552 1.341 0.063 0.036 -0.132 0.219
H -1.198 2.632 0.145 0.166 -0.038 -0.148 0.482
H 0.899 0.852 -1.773 -0.033 -0.098 0.042 0.136
H 1.664 1.116 0.547 -0.120 -0.106 0.076 0.215
H 1.005 0.129 1.959 -0.084 0.026 -0.144 0.216
```
Positions in Å, forces in eV/Å.

ΔE to the lowest compared entry with this formula, charge and spin	82.7	kcal per mole
gap between HOMO and LUMO	10.6	eV
SMILES	C[C@]1(C=O)CN1O
net charge	0

Entry from the Open Molecules 2025 dataset: C9H36AlN18O13P as an isolated structure (ωB97M-V with the def2-TZVPD basis set).

Geometry as XYZ:
```
78
Properties=species:S:1:pos:R:3:forces:R:3:mulliken_charge:R:1
Al 6.907 -11.158 -6.501 -0.639 0.945 0.246 0.731
P 7.595 -8.178 -5.324 -2.288 -5.723 -2.245 -0.572
O 6.941 -8.095 -6.758 0.699 0.066 2.439 1.146
O 8.703 -9.315 -5.506 -1.121 1.095 0.460 -1.109
O 6.569 -8.947 -4.386 1.581 1.758 -1.464 -0.044
O 8.121 -6.905 -4.818 0.795 1.484 0.399 1.189
C 3.217 -8.919 -6.237 -5.423 -1.946 -1.784 0.397
O 2.119 -9.199 -6.757 1.658 -0.085 -0.470 -0.758
N 3.296 -8.428 -5.079 1.112 2.879 5.725 0.052
N 4.430 -9.181 -6.684 0.792 -1.309 -3.011 0.273
H 2.565 -8.343 -4.386 0.111 0.125 -0.445 0.250
H 4.271 -8.279 -4.862 -0.543 0.188 1.606 -0.305
H 4.216 -9.378 -7.652 1.786 -0.111 -0.789 0.228
H 5.188 -8.602 -6.352 0.468 -0.196 -0.889 -0.394
C 8.907 -9.163 -1.777 -0.191 -0.802 5.343 0.391
O 9.031 -9.569 -0.627 0.158 0.104 0.416 -0.724
N 8.344 -8.083 -2.159 -2.963 6.215 -0.913 0.467
N 9.286 -9.803 -2.800 2.324 -5.099 -4.159 -0.012
H 7.983 -7.341 -1.576 0.439 -0.754 0.546 0.103
H 7.893 -8.089 -3.063 0.210 -0.211 0.625 -0.901
H 9.086 -9.478 -3.735 -0.448 -0.568 -0.077 -0.148
H 9.367 -10.800 -2.656 0.328 0.021 -0.299 0.203
C 6.586 -9.187 -9.767 1.818 -2.204 -1.516 0.593
O 5.996 -9.975 -9.067 -1.641 -1.277 2.347 -0.613
N 7.113 -8.065 -9.446 0.306 4.611 1.924 -0.009
N 7.081 -9.611 -10.923 -0.326 -1.532 -2.588 -0.490
H 7.135 -7.849 -8.460 -0.066 0.443 -0.135 -0.157
H 7.483 -7.432 -10.141 0.135 -0.273 0.402 0.250
H 6.894 -10.590 -11.081 0.048 0.377 -0.789 0.237
H 7.525 -8.990 -11.585 -0.028 -0.610 0.053 0.155
C 12.323 -7.806 -4.312 2.230 1.545 -0.518 0.481
O 13.514 -7.731 -4.653 -1.814 0.143 0.549 -0.689
N 11.448 -6.832 -4.014 -0.826 1.641 0.145 -0.053
N 11.682 -8.952 -4.127 0.282 -2.844 -0.284 -0.190
H 11.513 -5.830 -4.121 0.773 -0.185 -0.227 0.288
H 10.499 -7.136 -3.849 0.239 0.152 0.162 0.102
H 10.682 -8.994 -3.994 0.817 -0.428 0.195 0.146
H 12.316 -9.714 -3.935 -0.595 -0.398 -0.140 0.235
C 10.267 -7.545 -8.039 3.249 1.356 -5.189 0.461
O 10.986 -7.424 -9.074 -0.807 0.389 0.973 -0.696
N 10.461 -8.498 -7.239 2.125 -4.239 2.347 0.037
N 9.283 -6.795 -7.725 -2.406 3.152 -0.116 0.282
H 9.665 -8.744 -6.668 0.252 -1.171 0.797 0.295
H 11.306 -9.038 -7.361 -0.334 -0.237 0.278 0.252
H 8.805 -7.042 -6.871 -0.271 1.182 -0.526 -1.481
H 9.140 -6.001 -8.332 -0.637 0.051 0.551 0.233
C 4.530 -11.195 -2.978 -0.761 -1.729 -2.358 0.483
O 4.867 -11.661 -4.074 1.085 0.110 -0.291 -0.600
N 3.671 -11.857 -2.219 -1.217 -0.419 2.063 -0.424
N 4.807 -9.974 -2.587 1.558 3.289 0.561 -0.290
H 3.175 -11.245 -1.588 -0.271 -0.778 0.196 0.170
H 3.304 -12.766 -2.461 0.166 0.438 -0.138 0.266
H 5.468 -9.468 -3.160 0.009 -0.231 -0.300 0.418
H 4.794 -9.550 -1.670 -0.501 -0.885 0.231 0.303
C 5.111 -5.659 -3.148 -2.578 3.243 3.973 0.260
O 4.405 -4.978 -2.371 1.165 -1.308 -0.766 -0.777
N 4.932 -5.787 -4.394 -1.631 -0.532 -6.033 0.270
N 6.201 -6.311 -2.837 1.926 -1.029 3.604 0.174
H 5.683 -6.298 -4.834 -0.755 0.506 -0.908 -0.545
H 4.256 -5.250 -4.919 0.161 -0.127 0.042 0.261
H 6.785 -6.789 -3.509 -0.050 0.445 0.642 -0.307
H 6.318 -6.239 -1.837 0.747 -0.538 -0.093 0.238
C 9.593 -4.023 -3.639 -0.671 3.217 3.907 0.545
O 9.642 -2.882 -3.215 0.070 0.153 -0.611 -0.701
N 10.082 -4.560 -4.698 2.080 -0.219 -6.290 -0.079
N 9.093 -5.047 -3.002 -2.917 -3.667 4.362 0.267
H 9.625 -5.448 -4.848 0.523 0.230 -1.278 -0.112
H 10.134 -3.947 -5.499 0.352 -0.123 -0.234 0.307
H 8.674 -5.078 -2.083 0.330 1.027 -0.073 0.237
H 8.926 -5.926 -3.470 -0.040 0.355 0.240 -0.336
C 6.148 -4.499 -6.996 -0.290 4.626 -2.251 0.699
O 5.734 -3.443 -7.405 -1.802 1.965 -0.423 -0.718
N 6.046 -5.588 -7.646 -1.300 -5.966 -3.109 0.158
N 7.004 -4.562 -6.055 4.962 -0.947 6.080 0.218
H 5.727 -5.670 -8.601 -0.356 0.601 0.404 0.204
H 6.222 -6.475 -7.196 0.155 -0.008 -0.144 -0.451
H 7.296 -3.890 -5.359 -1.021 0.866 -0.596 0.158
H 7.559 -5.383 -5.860 -0.498 -0.284 -0.365 -0.426
```
Positions in Å, forces in eV/Å.

ΔE to the lowest compared entry with this formula, charge and spin	156.6	kcal per mole
gap between HOMO and LUMO	2.6	eV
net charge	0